1.
Entry from the Open Molecules 2025 dataset: C15H22Br30IN2 as an isolated structure (ωB97M-V/def2-TZVPD).

Geometry (Å):
N (-4.26, -7.29, -1.94)
C (-2.90, -7.43, -1.45)
C (-1.99, -6.22, -1.63)
C (-1.20, -6.14, -2.92)
N (-0.41, -4.86, -2.70)
C (-0.31, -4.68, -1.18)
I (1.61, -4.06, -0.62)
C (-0.85, -5.99, -0.62)
H (-4.29, -7.09, -2.93)
H (-4.73, -6.52, -1.48)
H (-2.46, -8.30, -1.95)
H (-2.96, -7.65, -0.39)
H (-2.57, -5.29, -1.61)
H (-1.75, -6.10, -3.86)
H (-0.47, -6.94, -2.97)
H (0.52, -4.89, -3.12)
H (-0.92, -4.06, -3.09)
H (-1.01, -3.89, -0.92)
H (-0.10, -6.77, -0.72)
H (-1.21, -5.87, 0.40)
C (-3.43, -1.35, -1.35)
Br (-4.24, -3.11, -1.38)
Br (-4.62, -0.02, -0.68)
Br (-1.77, -1.38, -0.38)
H (-3.19, -1.09, -2.37)
C (-1.12, 2.12, 1.02)
Br (-1.87, 3.14, -0.42)
Br (0.28, 3.10, 1.90)
Br (-2.46, 1.51, 2.26)
H (-0.66, 1.24, 0.58)
C (-0.42, -0.32, -4.22)
Br (-1.39, -1.99, -4.42)
Br (-1.57, 1.05, -3.54)
Br (1.15, -0.57, -3.15)
H (-0.10, -0.03, -5.22)
C (4.16, 4.25, 2.81)
Br (4.19, 3.94, 0.91)
Br (5.82, 4.96, 3.44)
Br (2.69, 5.37, 3.32)
H (4.01, 3.29, 3.29)
C (-2.13, 6.37, 3.61)
Br (-2.14, 6.14, 1.70)
Br (-0.45, 7.10, 4.21)
Br (-3.61, 7.43, 4.21)
H (-2.23, 5.39, 4.05)
C (0.86, 5.10, -3.63)
Br (1.38, 3.28, -3.27)
Br (-0.27, 5.19, -5.18)
Br (0.04, 5.92, -2.11)
H (1.76, 5.65, -3.85)
C (8.96, 7.88, 2.90)
Br (7.56, 8.05, 1.60)
Br (9.99, 9.50, 3.03)
Br (8.27, 7.35, 4.62)
H (9.62, 7.10, 2.57)
C (5.22, -2.83, -1.96)
Br (6.72, -3.00, -3.14)
Br (5.69, -3.26, -0.14)
Br (4.43, -1.08, -2.07)
H (4.48, -3.54, -2.28)
C (-8.60, -0.53, 0.96)
Br (-8.72, 0.20, -0.82)
Br (-10.33, -0.65, 1.79)
Br (-7.70, -2.22, 0.96)
H (-8.01, 0.15, 1.55)
C (3.17, 3.00, 6.93)
Br (4.97, 2.41, 6.60)
Br (3.06, 4.92, 6.92)
Br (1.94, 2.24, 5.65)
H (2.88, 2.66, 7.91)

maximum force: 0.6 eV Å⁻¹
multiplicity: 1
E: -2128258.043 eV
total charge: +1

These are the Mulliken partial charges, in e, on atoms 1 to 4: -0.58 -1.02 1.42 -0.89



2.
Entry from the Open Molecules 2025 dataset: an isolated molecule of C17H23NO5 (ωB97M-V/def2-TZVPD).

Geometry (Å):
C (-7.47, -1.48, 0.30)
C (-6.14, -1.28, -0.42)
C (-5.16, -0.50, 0.45)
O (-3.94, -0.34, -0.28)
C (-2.85, -0.05, 0.43)
O (-2.83, 0.09, 1.63)
C (-1.65, 0.11, -0.48)
C (-0.31, 0.05, 0.25)
C (0.74, -0.92, -0.27)
O (0.60, -2.10, -0.50)
N (1.89, -0.22, -0.41)
C (3.14, -0.85, -0.78)
C (4.07, -1.01, 0.44)
C (5.36, -1.77, 0.07)
C (6.31, -0.63, -0.27)
C (5.87, 0.45, 0.71)
O (4.48, 0.26, 0.92)
C (1.81, 1.19, -0.12)
C (0.32, 1.43, -0.11)
C (-0.44, 2.46, 0.70)
C (-1.63, 2.53, 0.12)
C (-1.56, 1.58, -1.06)
O (-0.21, 1.64, -1.43)
H (-8.15, -2.04, -0.33)
H (-7.92, -0.52, 0.54)
H (-7.32, -2.03, 1.23)
H (-6.29, -0.74, -1.35)
H (-5.70, -2.25, -0.67)
H (-5.55, 0.49, 0.70)
H (-4.94, -1.03, 1.38)
H (-1.71, -0.60, -1.30)
H (-0.45, -0.09, 1.32)
H (2.89, -1.83, -1.18)
H (3.63, -0.24, -1.55)
H (3.51, -1.51, 1.23)
H (5.73, -2.32, 0.93)
H (5.20, -2.46, -0.75)
H (6.16, -0.29, -1.30)
H (7.36, -0.90, -0.15)
H (6.40, 0.34, 1.67)
H (6.03, 1.47, 0.35)
H (2.30, 1.77, -0.91)
H (2.27, 1.43, 0.84)
H (-0.07, 2.92, 1.59)
H (-2.50, 3.08, 0.40)
H (-2.22, 1.77, -1.91)

maximum force: 0.7 eV Å⁻¹
multiplicity: 1
E: -29729.581 eV
total charge: 0
ΔE to the lowest compared entry with this formula, charge and spin: 57.8 kcal/mol

These are the Mulliken partial charges, in e, on atoms 1 to 4: -1.26 -0.14 -0.66 -0.24



3.
Entry from the Open Molecules 2025 dataset: a 11-piece molecular cluster, C57H121N7O19 overall at a distorted geometry (ωB97M-V/def2-TZVPD).

Geometry (Å):
C (0.38, -2.37, 20.18)
C (-0.72, -1.28, 20.16)
C (-0.13, -0.16, 19.26)
C (-1.98, -1.75, 19.33)
C (-2.90, -2.62, 20.14)
C (-3.20, -1.97, 21.49)
C (-2.02, -1.54, 22.36)
C (-2.61, -0.64, 23.45)
C (-1.46, -2.74, 23.08)
N (-1.10, -0.73, 21.48)
O (0.00, -0.22, 22.10)
H (-0.01, -3.34, 20.44)
H (0.83, -2.46, 19.21)
H (1.19, -2.31, 20.87)
H (-0.97, 0.54, 19.15)
H (0.65, 0.46, 19.70)
H (0.20, -0.70, 18.38)
H (-2.56, -0.91, 19.03)
H (-1.54, -2.24, 18.46)
H (-3.85, -2.82, 19.64)
H (-2.45, -3.64, 20.35)
H (-3.89, -2.60, 22.02)
H (-3.80, -1.08, 21.39)
H (-2.01, -0.31, 24.29)
H (-3.44, -1.16, 23.92)
H (-2.95, 0.27, 22.95)
H (-0.61, -2.47, 23.74)
H (-1.11, -3.56, 22.46)
H (-2.11, -3.20, 23.84)
H (0.63, -0.91, 22.19)
C (-6.22, -11.98, 25.35)
C (-6.70, -11.69, 26.76)
C (-6.47, -12.91, 27.61)
C (-5.80, -10.50, 27.31)
C (-6.36, -10.08, 28.67)
C (-7.86, -9.64, 28.49)
C (-8.84, -10.67, 27.89)
C (-9.17, -11.62, 29.10)
C (-10.08, -9.93, 27.52)
N (-8.13, -11.19, 26.67)
O (-8.90, -12.21, 26.07)
H (-5.17, -12.37, 25.39)
H (-6.90, -12.69, 24.87)
H (-6.36, -11.05, 24.78)
H (-5.39, -13.12, 27.50)
H (-6.58, -12.73, 28.67)
H (-7.10, -13.75, 27.30)
H (-4.77, -10.86, 27.37)
H (-5.84, -9.65, 26.58)
H (-6.29, -10.88, 29.41)
H (-5.84, -9.19, 28.96)
H (-7.70, -8.77, 27.88)
H (-8.33, -9.42, 29.47)
H (-9.73, -12.50, 28.85)
H (-9.85, -11.04, 29.73)
H (-8.32, -11.96, 29.77)
H (-10.72, -10.55, 26.87)
H (-9.71, -9.13, 26.89)
H (-10.69, -9.57, 28.32)
H (-9.23, -12.79, 26.75)
C (5.68, -9.53, 28.96)
C (4.30, -9.29, 29.59)
C (4.02, -10.42, 30.56)
C (4.34, -7.94, 30.47)
C (4.48, -6.73, 29.50)
C (3.19, -6.74, 28.70)
C (3.14, -7.99, 27.78)
C (1.78, -8.07, 27.13)
C (4.21, -7.88, 26.68)
N (3.24, -9.22, 28.59)
O (3.41, -10.33, 27.70)
H (5.80, -10.49, 28.46)
H (5.91, -8.77, 28.19)
H (6.45, -9.49, 29.77)
H (3.20, -10.15, 31.31)
H (3.76, -11.33, 30.05)
H (4.90, -10.60, 31.21)
H (3.36, -7.96, 30.96)
H (5.19, -7.95, 31.20)
H (4.54, -5.79, 30.03)
H (5.42, -6.72, 28.97)
H (2.95, -5.93, 28.00)
H (2.33, -6.90, 29.38)
H (1.63, -7.12, 26.62)
H (1.02, -8.20, 27.89)
H (1.65, -8.79, 26.35)
H (3.83, -7.22, 25.88)
H (4.26, -8.87, 26.25)
H (5.19, -7.55, 27.08)
H (2.64, -10.85, 27.91)
C (-4.66, -7.91, 19.81)
C (-5.24, -6.90, 20.71)
C (-4.09, -5.89, 21.00)
C (-6.45, -6.19, 20.07)
C (-7.13, -5.21, 20.99)
C (-7.66, -5.98, 22.28)
C (-6.59, -6.82, 22.94)
C (-5.72, -5.90, 23.82)
C (-7.34, -7.86, 23.79)
N (-5.76, -7.63, 21.92)
O (-4.69, -8.27, 22.52)
H (-4.11, -7.65, 18.95)
H (-4.10, -8.65, 20.33)
H (-5.43, -8.61, 19.37)
H (-3.36, -6.26, 21.67)
H (-3.50, -5.55, 20.10)
H (-4.44, -4.99, 21.50)
H (-6.05, -5.59, 19.18)
H (-7.15, -6.90, 19.61)
H (-6.46, -4.44, 21.26)
H (-7.99, -4.73, 20.57)
H (-8.57, -6.55, 21.96)
H (-8.08, -5.19, 22.91)
H (-5.27, -4.99, 23.34)
H (-4.83, -6.36, 24.28)
H (-6.49, -5.57, 24.53)
H (-6.60, -8.24, 24.50)
H (-7.61, -8.65, 23.10)
H (-8.16, -7.40, 24.28)
H (-4.33, -7.57, 23.14)
C (-1.47, -6.43, 17.57)
O (-1.71, -7.59, 18.33)
C (-1.05, -7.80, 19.50)
O (-0.36, -7.00, 20.05)
O (-1.38, -9.02, 19.99)
C (-0.99, -9.19, 21.40)
H (-0.94, -6.60, 16.62)
H (-0.75, -5.77, 18.09)
H (-2.42, -5.97, 17.35)
H (-1.47, -10.11, 21.67)
H (-1.45, -8.42, 22.04)
H (0.14, -9.20, 21.52)
C (-5.69, -6.14, 27.44)
O (-4.51, -5.37, 27.18)
C (-3.42, -5.88, 27.77)
O (-3.36, -6.94, 28.35)
O (-2.52, -4.90, 27.76)
C (-1.21, -5.22, 28.39)
H (-5.84, -6.28, 28.49)
H (-5.77, -7.07, 26.87)
H (-6.47, -5.43, 27.05)
H (-0.52, -5.77, 27.69)
H (-1.39, -5.89, 29.25)
H (-0.69, -4.35, 28.67)
C (-3.55, -14.25, 23.77)
O (-4.53, -13.89, 22.88)
C (-4.53, -12.61, 22.55)
O (-3.62, -11.83, 22.81)
O (-5.51, -12.31, 21.74)
C (-5.66, -10.94, 21.49)
H (-3.08, -13.40, 24.25)
H (-2.69, -14.71, 23.36)
H (-3.99, -14.82, 24.54)
H (-5.34, -10.32, 22.35)
H (-6.72, -10.81, 21.30)
H (-5.16, -10.60, 20.56)
C (-3.40, -9.47, 25.09)
O (-1.98, -9.16, 24.67)
C (-1.77, -7.85, 24.53)
O (-2.67, -7.07, 24.30)
O (-0.46, -7.56, 24.63)
C (0.06, -6.23, 24.41)
H (-3.49, -10.56, 25.19)
H (-4.01, -9.20, 24.25)
H (-3.60, -8.95, 25.99)
H (-0.73, -5.53, 24.61)
H (0.29, -6.10, 23.36)
H (0.90, -6.14, 25.07)
C (-1.06, -9.74, 28.16)
N (-0.67, -10.50, 29.30)
C (0.35, -11.37, 29.39)
C (0.60, -12.06, 30.69)
O (1.10, -11.59, 28.43)
H (-1.16, -8.65, 28.27)
H (-2.05, -10.06, 27.83)
H (-0.47, -9.93, 27.30)
H (-1.18, -10.24, 30.12)
H (0.05, -11.67, 31.56)
H (1.65, -12.12, 30.88)
H (0.26, -13.05, 30.55)
C (2.87, -6.36, 21.26)
N (2.46, -5.18, 21.89)
C (2.91, -4.91, 23.16)
C (2.26, -3.69, 23.78)
O (3.64, -5.64, 23.82)
H (2.18, -7.23, 21.44)
H (3.81, -6.66, 21.76)
H (2.92, -6.27, 20.15)
H (1.87, -4.57, 21.44)
H (2.44, -2.87, 23.07)
H (2.76, -3.45, 24.75)
H (1.21, -3.82, 23.94)
C (0.96, -10.40, 24.46)
N (2.42, -10.33, 24.39)
C (3.14, -10.15, 23.23)
C (4.67, -10.24, 23.25)
O (2.54, -9.95, 22.19)
H (0.64, -11.20, 23.76)
H (0.58, -9.50, 24.01)
H (0.53, -10.51, 25.46)
H (2.98, -10.55, 25.16)
H (5.07, -10.90, 22.49)
H (5.08, -10.33, 24.22)
H (4.90, -9.19, 22.95)

maximum force: 4.0 eV Å⁻¹
multiplicity: 1
E: -110399.071 eV
total charge: 0
ΔE to the lowest compared entry with this formula, charge and spin: 36.6 kcal/mol

These are the Mulliken partial charges, in e, on atoms 1 to 4: -1.61 1.41 -1.86 -1.66



4.
Entry from the Open Molecules 2025 dataset: C4H6O2 as an isolated structure at a distorted geometry (ωB97M-V/def2-TZVPD).

Geometry (Å):
O (-0.17, -2.68, 0.57)
C (-0.23, -1.49, 0.54)
C (0.01, -0.31, -0.03)
C (0.16, 1.10, 0.45)
O (1.00, 1.48, -0.64)
C (0.83, 0.15, -1.15)
H (-1.79, -0.57, 1.35)
H (-1.84, -0.46, 0.42)
H (-0.74, 1.73, 0.40)
H (0.68, 1.32, 1.38)
H (1.79, -0.36, -1.20)
H (0.31, 0.08, -2.10)

maximum force: 3.9 eV Å⁻¹
multiplicity: 1
E: -8334.781 eV
total charge: 0
ΔE to the lowest compared entry with this formula, charge and spin: 131.0 kcal/mol

These are the Mulliken partial charges, in e, on atoms 1 to 4: -0.40 0.41 -0.10 -0.19



5.
Entry from the Open Molecules 2025 dataset: C14H14N2O7S3SbTi as an isolated structure at a distorted geometry (ωB97M-V/def2-TZVPD).

Geometry (Å):
Ti (-1.62, 1.10, -0.25)
S (0.09, 5.42, -1.13)
Sb (-1.61, 4.21, -0.14)
S (-0.57, 2.68, 1.40)
S (-2.57, 2.80, -1.83)
O (-5.23, -0.09, 0.52)
C (-4.10, 0.11, 0.07)
O (-3.30, 1.02, 0.51)
C (-3.45, -0.73, -1.05)
O (-4.01, -1.71, -1.54)
O (-2.28, -0.29, -1.35)
O (2.42, -3.75, 2.59)
C (1.10, -3.47, 2.99)
C (0.50, -2.31, 2.25)
C (-0.76, -1.83, 2.66)
C (-1.35, -0.81, 1.96)
N (-0.78, -0.23, 0.90)
C (0.46, -0.64, 0.49)
C (1.11, -1.69, 1.17)
C (0.98, 0.08, -0.63)
C (2.26, -0.10, -1.19)
C (2.68, 0.66, -2.26)
C (4.00, 0.42, -2.93)
O (4.03, -0.83, -3.62)
C (1.77, 1.60, -2.80)
C (0.54, 1.74, -2.22)
N (0.12, 1.04, -1.16)
H (2.68, -4.59, 2.98)
H (1.08, -3.24, 4.07)
H (0.47, -4.36, 2.84)
H (-1.26, -2.27, 3.52)
H (-2.33, -0.42, 2.25)
H (2.08, -2.04, 0.85)
H (2.93, -0.84, -0.76)
H (4.82, 0.38, -2.21)
H (4.20, 1.23, -3.65)
H (3.11, -1.04, -3.84)
H (2.04, 2.21, -3.66)
H (-0.17, 2.47, -2.61)
O (-3.58, 2.98, 2.45)
H (-2.64, 2.78, 2.60)
H (-3.86, 2.33, 1.78)

maximum force: 5.4 eV Å⁻¹
multiplicity: 2
E: -94222.992 eV
total charge: -2
ΔE to the lowest compared entry with this formula, charge and spin: 42.6 kcal/mol
expectation value of S²: 0.7679

These are the Mulliken partial charges, in e, on atoms 1 to 4: -0.45 -0.83 0.41 -0.61



6.
Entry from the Open Molecules 2025 dataset: C17H24AgF5N3O2V as an isolated structure at a distorted geometry (ωB97M-V/def2-TZVPD).

Geometry (Å):
N (0.21, 2.17, 0.34)
C (-0.57, 3.11, 0.13)
O (-1.49, 3.73, -0.31)
Ag (0.90, 3.98, 1.42)
V (0.06, 0.25, -0.02)
N (0.85, -0.48, 1.47)
N (1.07, -0.29, -1.47)
C (1.43, 0.10, 2.69)
C (0.61, -0.16, -2.87)
C (2.57, 1.03, 2.28)
C (1.97, -0.96, 3.65)
C (0.35, 0.90, 3.42)
C (1.76, 0.03, -3.85)
C (-0.17, -1.42, -3.23)
C (-0.35, 1.03, -2.97)
H (3.34, 0.45, 1.74)
H (3.01, 1.47, 3.18)
H (2.23, 1.85, 1.63)
H (1.17, -1.60, 4.04)
H (2.43, -0.45, 4.51)
H (2.73, -1.59, 3.17)
H (-0.05, 1.70, 2.79)
H (0.77, 1.35, 4.32)
H (-0.48, 0.24, 3.69)
H (2.36, 0.91, -3.59)
H (1.35, 0.20, -4.86)
H (2.41, -0.85, -3.91)
H (0.44, -2.32, -3.10)
H (-0.50, -1.37, -4.28)
H (-1.07, -1.52, -2.60)
H (-1.22, 0.91, -2.31)
H (-0.71, 1.11, -4.00)
H (0.16, 1.96, -2.71)
C (2.32, -1.00, -1.23)
H (2.57, -0.97, -0.17)
H (2.25, -2.06, -1.54)
H (3.14, -0.54, -1.79)
C (0.39, -1.88, 1.49)
H (-0.19, -2.11, 2.39)
H (-0.25, -2.06, 0.61)
H (1.24, -2.59, 1.44)
F (-7.01, -0.02, 0.77)
C (-5.69, -0.02, 0.48)
C (-5.21, -0.81, -0.56)
F (-6.07, -1.56, -1.29)
C (-3.86, -0.83, -0.84)
F (-3.39, -1.60, -1.86)
C (-2.96, -0.07, -0.08)
O (-1.66, -0.10, -0.35)
C (-3.46, 0.72, 0.98)
F (-2.60, 1.45, 1.74)
C (-4.81, 0.76, 1.25)
F (-5.29, 1.51, 2.26)

maximum force: 5.4 eV Å⁻¹
multiplicity: 1
E: -69839.319 eV
total charge: +2
ΔE to the lowest compared entry with this formula, charge and spin: 0.0 kcal/mol

These are the Mulliken partial charges, in e, on atoms 1 to 4: -0.35 0.93 -0.42 0.48



7.
Entry from the Open Molecules 2025 dataset: an isolated molecule of C10H9IO2 at a distorted geometry (ωB97M-V/def2-TZVPD).

Geometry (Å):
C (1.12, 3.29, -0.73)
C (1.46, 2.09, 0.02)
O (2.11, 2.04, 1.00)
O (0.97, 0.93, -0.54)
C (1.18, -0.17, 0.16)
I (3.27, -0.72, -0.06)
C (0.53, -0.19, 1.64)
C (-0.59, -0.93, 0.93)
C (-1.93, -1.30, 1.03)
C (-2.49, -1.92, -0.07)
C (-1.72, -2.27, -1.20)
C (-0.45, -1.82, -1.28)
C (0.13, -1.18, -0.26)
H (0.06, 3.14, -1.24)
H (1.90, 3.30, -1.63)
H (1.17, 4.17, -0.07)
H (0.31, 0.83, 1.97)
H (1.04, -0.83, 2.42)
H (-2.47, -1.16, 1.88)
H (-3.49, -2.15, 0.11)
H (-2.27, -2.83, -1.98)
H (0.15, -2.31, -2.09)

maximum force: 4.9 eV Å⁻¹
multiplicity: 1
E: -22709.544 eV
total charge: 0
ΔE to the lowest compared entry with this formula, charge and spin: 0.0 kcal/mol

These are the Mulliken partial charges, in e, on atoms 1 to 4: -1.03 0.75 -0.46 -0.30



8.
Entry from the Open Molecules 2025 dataset: an isolated molecule of C6H9N (ωB97M-V/def2-TZVPD).

Geometry (Å):
C (-2.38, -0.53, -1.61)
C (-1.23, -0.15, -1.53)
C (0.16, 0.30, -1.28)
C (0.51, 0.17, 0.21)
C (0.76, -1.23, 0.68)
C (-0.11, 1.15, 1.12)
N (1.31, 1.27, 0.78)
H (-3.39, -0.87, -1.66)
H (0.87, -0.29, -1.88)
H (0.33, 1.34, -1.58)
H (0.02, -1.91, 0.24)
H (0.67, -1.32, 1.77)
H (1.76, -1.57, 0.39)
H (-0.76, 1.90, 0.68)
H (-0.40, 0.81, 2.12)
H (1.89, 0.93, 1.55)

maximum force: 0.7 eV Å⁻¹
multiplicity: 1
E: -7855.239 eV
total charge: 0
ΔE to the lowest compared entry with this formula, charge and spin: 67.4 kcal/mol

These are the Mulliken partial charges, in e, on atoms 1 to 4: 0.01 -0.31 -1.02 1.19